Version 1
{
  "formula": "C5H11NO2",
  "method": "ωB97M-V with the def2-TZVPD basis set",
  "lumo_energy_ev": 0.6,
  "homo_energy_ev": -9.79,
  "gap_ev": 10.4,
  "species": ["C", "C", "C", "C", "C", "N", "O", "O", "H", "H", "H", "H", "H", "H", "H", "H", "H", "H", "H"],
  "positions_angstrom": [[-2.07782, -0.66863, -0.02498], [1.07573, 0.52593, 1.09489], [0.82820, -1.82032, 0.21428], [0.71246, 0.14041, -1.36402], [0.39782, -0.35925, 0.04899], [-1.00963, -0.24368, 0.25974], [-3.20607, -0.91928, -0.16604], [-1.54234, 2.19953, -0.10198], [-2.41390, 1.83014, -0.26061], [2.15557, 0.46803, 0.99228], [0.75740, 1.55464, 0.95403], [0.79830, 0.20715, 2.09711], [1.89951, -1.90885, 0.05024], [0.31052, -2.45180, -0.50468], [0.59959, -2.17699, 1.21631], [1.78655, 0.17235, -1.52493], [0.26461, -0.51976, -2.10398], [0.30092, 1.13723, -1.49050], [-1.63744, 2.83314, 0.61385]],
  "nbo_charge": [0.84, -0.60, -0.60, -0.61, 0.12, -0.52, -0.56, -0.94, 0.48, 0.21, 0.22, 0.21, 0.21, 0.21, 0.21, 0.21, 0.21, 0.24, 0.47]
}

Version 2
{
  "formula": "C5H11NO2",
  "method": "ωB97M-V with the def2-TZVPD basis set",
  "lumo_energy_ev": 0.7,
  "homo_energy_ev": -8.00,
  "gap_ev": 8.7,
  "species": ["C", "C", "N", "C", "C", "C", "H", "H", "H", "H", "H", "H", "H", "H", "H", "O", "H", "H", "O"],
  "positions_angstrom": [[-0.68563, -0.69274, 1.15338], [-1.29742, -1.29904, 0.08038], [-1.41839, -0.52372, -0.96468], [-0.74622, 0.68875, -0.65045], [-0.25322, 0.60024, 0.64250], [-0.59846, 1.81351, -1.64147], [-0.32417, -1.05740, 2.16322], [-1.64302, -2.28406, -0.10856], [-1.78964, -0.53352, -1.91932], [0.41998, 1.14868, 1.32206], [-1.56296, 2.03903, -2.19749], [-0.18831, 2.79828, -1.17566], [-0.06995, 1.46813, -2.50616], [0.38195, 0.74053, 3.54190], [1.18175, -0.62011, 3.69697], [1.23453, 0.28507, 3.38927], [1.84271, -1.91768, -1.15472], [2.94548, -0.85693, -1.87677], [2.57101, -1.79703, -1.79441]],
  "nbo_charge": [-0.33, -0.06, -0.52, 0.11, -0.32, -0.65, 0.22, 0.20, 0.43, 0.24, 0.21, 0.24, 0.21, 0.48, 0.48, -0.94, 0.49, 0.49, -0.98]
}

Relative calculated energies, zero for the most stable structure, unit kJ/mol: version 1 0.0; version 2 144.6.